Computed, not measured: C19H38O2 in the gas phase, with wB97M-V/def2-TZVPD.

Each line ends with the Mulliken charge.
Geometry (Å):
C1 -4.22 0.66 -0.44  0.49
H1 -4.79 -0.16 -3.22  0.39
C2 -2.03 0.11 4.07  -0.61
H2 1.83 -2.15 -0.57  0.44
H3 -1.11 0.57 -3.60  0.44
H4 -1.16 -0.80 -2.47  0.35
H5 -3.53 -1.40 -3.28  0.32
C3 0.44 -0.46 4.37  -0.86
H6 3.73 0.82 -2.08  0.28
C4 -0.89 -0.84 3.70  -0.27
H7 1.19 -0.65 -1.22  -0.34
H8 -0.76 -0.86 2.62  0.01
H9 -0.84 0.83 -1.87  0.28
C5 2.10 -1.14 -0.88  0.07
H10 0.37 1.41 3.29  0.36
H11 -2.96 1.48 1.83  0.23
H12 3.47 1.68 -5.04  0.31
H13 3.77 -0.77 -4.68  0.32
H14 2.66 1.34 2.37  0.38
H15 -2.28 -0.06 1.31  0.17
H16 -1.17 -1.85 4.02  0.32
C6 2.65 -0.39 0.33  -0.84
C7 4.21 -0.05 -3.98  -0.36
H17 -5.26 0.60 1.41  0.35
C8 3.29 0.09 -2.77  -0.35
H18 -1.70 1.14 3.93  0.33
H19 2.94 -0.22 3.13  0.34
H20 -2.27 -0.02 5.12  0.35
C9 -3.28 -0.12 3.23  -0.81
H21 0.24 -0.26 5.42  0.43
H22 1.26 -1.27 1.70  0.37
H23 1.12 -1.31 4.32  0.43
C10 1.12 0.76 3.74  -0.72
H24 2.32 0.48 -3.09  0.16
H25 -4.13 0.38 3.70  0.41
H26 2.97 0.61 0.03  0.36
O1 -3.21 0.05 -1.06  -0.26
H27 5.17 -0.45 -3.66  0.33
H28 -3.15 1.53 -2.49  0.38
H29 -3.50 -1.19 3.20  0.30
H30 3.53 -0.92 0.71  0.29
H31 2.70 -1.97 -2.77  0.41
H32 -4.56 -0.95 0.91  0.37
C11 -4.39 0.13 0.96  -0.81
C12 -2.90 0.46 -2.40  0.51
H33 1.62 1.33 4.52  0.29
H34 4.04 -1.61 -1.68  0.32
C13 4.42 1.28 -4.69  -1.31
C14 2.18 0.41 2.68  -0.90
C15 -3.73 -0.34 -3.39  -1.47
H35 -3.49 -0.04 -4.41  0.41
C16 1.61 -0.27 1.44  -0.21
C17 3.08 -1.24 -2.05  -0.92
O2 -4.89 1.52 -0.94  -0.60
H36 4.87 2.00 -4.02  0.33
C18 -3.14 0.41 1.80  -0.23
C19 -1.40 0.25 -2.60  -1.40
H37 0.76 0.30 1.06  0.20
H38 5.07 1.15 -5.55  0.39

Summary:
M in g mol⁻¹: 298.5
HOMO-LUMO gap in eV: 10.936
HOMO energy in Ha: -0.3705

=====

Computed, not measured: a molecular structure, C19H38O3PTb, with wB97M-V/def2-TZVPD.

Each line ends with the Mulliken charge.
Geometry (Å):
C1 0.28 1.57 4.59  -1.04
H1 -0.72 -2.32 4.15  0.32
C2 -2.70 1.81 0.91  -0.99
H2 2.28 0.81 4.37  0.30
H3 1.42 -2.87 0.36  0.15
C3 -3.01 -0.95 -2.04  -1.60
H4 -3.64 -1.78 -2.40  0.33
H5 0.46 1.84 5.63  0.41
C4 1.61 1.55 3.90  -0.20
H6 -0.09 0.54 -4.51  0.29
O1 -0.60 0.69 0.99  -0.19
C5 0.44 -2.29 -1.46  0.66
H7 2.48 -2.82 -1.06  0.35
H8 -3.10 2.76 0.54  0.38
H9 1.50 4.84 -2.50  0.39
H10 -0.40 2.32 4.17  0.30
H11 2.14 -0.47 -3.80  0.25
H12 -1.06 2.21 2.29  -0.24
H13 0.09 3.49 -0.92  0.10
H14 -0.40 2.44 -2.25  0.34
C6 0.69 4.19 -2.86  -1.54
H15 -2.03 -3.79 -0.20  0.40
C7 -0.93 -2.14 -1.08  0.46
P1 1.02 -0.16 1.84  0.19
H16 2.76 -1.84 -2.86  0.35
H17 -1.84 0.31 -4.26  0.36
C8 -1.57 -1.31 -2.05  0.61
H18 2.58 2.80 -1.61  0.59
H19 1.09 -3.49 5.16  0.42
Tb1 0.15 0.11 -0.95  0.42
H20 -0.20 0.58 4.56  0.24
O2 0.36 -0.89 3.16  -0.08
C9 -0.87 -0.21 -4.31  -1.34
H21 -2.44 -2.19 0.44  0.31
H22 1.63 -1.80 5.22  0.30
C10 1.91 -1.49 -3.46  -1.33
H23 0.97 3.82 -3.85  0.38
H24 1.82 1.41 -2.37  0.21
C11 -1.24 1.95 1.24  0.54
H25 -3.22 -0.08 -2.68  0.40
C12 0.64 -1.57 -2.69  0.30
H26 -0.90 -2.97 0.90  0.03
H27 -3.36 -0.71 -1.02  0.32
O3 1.58 1.23 2.47  -0.22
H28 2.07 2.54 3.93  0.34
C13 0.24 -2.28 3.62  -0.01
C14 1.38 -2.63 4.55  -1.24
C15 -0.61 -0.97 -3.06  0.55
C16 -1.60 -2.80 0.07  -1.01
H29 1.86 -2.13 -4.36  0.37
H30 -3.24 1.53 1.81  0.36
H31 -0.21 4.81 -2.97  0.41
C17 0.44 3.05 -1.87  0.29
H32 -0.75 2.73 0.63  -0.13
H33 2.27 -2.91 3.99  0.36
H34 1.33 -4.15 -0.85  0.36
H35 -0.90 -0.88 -5.18  0.35
H36 1.70 1.74 -0.57  0.00
H37 0.19 -2.96 2.76  0.09
C18 1.47 -3.07 -0.72  -1.35
C19 1.67 2.19 -1.60  -0.46
H38 -2.90 1.05 0.14  0.09

Summary:
Spin multiplicity: 7
M in g mol⁻¹: 504.4
HOMO-LUMO gap (spin up / spin down) in eV: 7.716 / 8.069
Expectation value of S²: 12.748
Charge: +2
HOMO energy (spin up / spin down) in Ha: -0.5364 / -0.5367

=====

Computed, not measured: 3 unconnected molecules or ions with the total composition C19H39BF3O7, with wB97M-V/def2-TZVPD.

Each line ends with the Mulliken charge.
Geometry (Å):
C1 6.19 -3.13 0.50  -1.03
H1 -4.49 -1.83 -0.09  0.25
H2 -3.63 1.20 -3.26  0.27
H3 -5.26 2.12 0.20  0.06
B1 -3.66 -0.06 -1.31  0.66
O1 -2.90 -2.53 -2.07  -0.33
C2 -4.30 1.02 -2.41  -1.08
C3 9.57 2.91 1.04  -0.63
H4 -2.00 2.69 -0.46  0.29
O2 8.28 3.21 1.57  -0.33
C4 1.59 -4.89 -1.09  -0.62
F1 -1.89 -2.83 -0.09  -0.27
H5 6.38 -4.59 -1.10  0.32
H6 5.88 1.60 4.81  0.32
H7 5.53 -2.48 -0.06  0.32
C5 -4.75 2.40 -1.89  -0.80
H8 7.21 -2.74 0.41  0.37
C6 -7.96 2.54 1.24  -1.11
H9 1.77 -5.02 -2.15  0.31
H10 6.76 0.33 3.96  0.30
H11 5.41 0.77 1.89  0.29
O3 7.88 0.99 1.67  -0.56
C7 7.54 2.13 1.85  0.79
O4 6.38 2.54 2.35  -0.35
H12 -6.70 4.28 1.51  0.27
H13 9.50 2.26 0.17  0.30
O5 2.75 -5.31 -0.33  -0.37
H14 -5.68 4.47 -0.53  0.22
H15 -6.48 1.55 -0.93  0.22
H16 1.36 -3.86 -0.87  0.30
F2 -2.38 -4.51 -1.36  -0.32
H17 5.90 -3.11 1.55  0.29
H18 -7.07 3.94 -1.46  0.33
O6 4.84 -5.14 0.17  -0.37
H19 10.01 3.86 0.76  0.21
H20 -3.89 3.02 -1.59  0.12
H21 -3.34 1.12 0.64  0.32
C8 3.88 -4.73 -0.68  0.77
H22 -5.60 -1.28 -1.35  0.30
C9 -4.86 -0.94 -0.61  -1.24
C10 -7.33 3.85 0.72  -0.45
H23 -8.91 2.77 1.75  0.35
H24 -5.41 -0.35 0.14  0.25
O7 4.05 -3.97 -1.60  -0.56
H25 6.82 -5.20 0.51  0.29
H26 -0.71 1.54 -0.13  0.29
C11 -6.48 3.71 -0.57  -0.84
H27 -2.75 -0.89 -3.28  0.15
C12 -2.65 -1.06 -2.20  -0.77
C13 6.13 -4.55 -0.04  -0.28
C14 -2.03 -3.21 -1.38  0.92
H28 -5.23 2.96 -2.72  0.48
C15 5.81 0.85 4.02  -1.10
H29 -2.20 -0.17 0.37  0.44
H30 10.19 2.43 1.80  0.29
C16 -2.73 0.65 -0.15  -0.61
H31 -1.60 -0.89 -1.96  0.43
C17 -5.76 2.36 -0.75  0.27
F3 -0.75 -3.17 -1.89  -0.30
H32 -8.13 4.56 0.53  0.41
H33 -5.20 0.55 -2.84  0.27
C18 -1.67 1.66 -0.65  -1.28
H34 0.78 -5.53 -0.76  0.28
H35 -1.50 1.56 -1.73  0.26
H36 -8.18 1.84 0.44  0.30
H37 4.49 2.01 2.77  0.28
C19 5.45 1.50 2.70  -0.16
H38 5.04 0.13 4.30  0.36
H39 -7.32 2.06 1.98  0.26

Summary:
M in g mol⁻¹: 447.3
HOMO-LUMO gap in eV: 7.176
Charge: -1
HOMO energy in Ha: -0.1882

=====

Computed, not measured: 13 unconnected molecules or ions with the total composition C19H39F3N10O29, with wB97M-V/def2-TZVPD.

Each line ends with the Mulliken charge.
Geometry (Å):
C1 3.81 -1.29 -5.00  -0.70
H1 -1.65 3.40 1.24  0.13
C2 -3.15 0.18 4.95  -0.75
H2 -2.86 1.46 -4.94  0.41
O1 5.83 1.95 0.34  -0.59
C3 3.97 0.74 0.65  -0.18
F1 4.33 1.27 6.15  -0.28
H3 -5.30 -0.98 -1.87  0.29
H4 -1.73 1.40 -3.58  -0.07
O2 6.07 -0.18 0.18  -0.55
C4 -2.00 1.95 -4.47  -0.53
C5 0.45 3.41 3.88  -0.22
O3 -3.08 -3.98 2.73  -0.34
C6 4.17 0.04 5.69  0.19
H5 0.19 3.55 2.84  0.02
H6 -4.49 0.21 -0.85  0.17
N1 -2.39 3.35 -4.14  0.92
H7 1.95 -4.73 -2.04  0.36
O4 -2.27 -0.80 3.03  -0.40
O5 -2.72 1.82 -0.43  -0.30
O6 1.48 5.25 -4.86  -0.56
O7 -1.47 -0.89 -5.41  -0.57
H8 2.08 3.94 -2.25  0.33
C7 -3.99 -4.75 0.82  -0.37
O8 2.83 -0.30 5.93  -0.33
H9 0.34 3.68 -2.69  -0.08
C8 -4.58 -0.86 -1.07  -0.41
O9 -1.93 -5.85 3.29  -0.56
O10 -1.96 3.82 -3.07  -0.55
O11 0.16 1.37 -0.38  -0.04
O12 0.81 0.55 -2.44  -0.34
O13 -3.82 3.61 -0.85  -0.56
C9 0.22 -2.00 -4.22  -0.03
N2 -3.27 -1.24 -1.69  0.96
N3 -0.80 3.08 4.63  0.99
C10 0.60 0.41 -1.27  0.31
F2 1.13 1.11 1.66  -0.31
O14 1.34 6.12 -2.90  -0.57
N4 5.39 0.84 0.30  0.97
O15 -1.79 3.76 4.39  -0.54
H10 -2.79 -2.89 1.22  -0.03
C11 0.03 0.80 0.92  0.85
H11 4.62 -0.94 -5.62  0.30
H12 4.80 0.89 3.86  0.34
H13 -3.25 -0.83 5.34  0.30
H14 -2.24 0.68 5.30  0.23
H15 4.67 -0.92 3.69  0.33
C12 2.13 -0.28 4.80  0.42
H16 1.15 2.58 3.96  -0.09
O16 -3.23 -5.72 1.47  -0.33
H17 -4.73 -1.51 -0.21  0.00
H18 -5.04 -5.04 0.92  0.30
H19 3.80 1.09 1.66  -0.06
C13 -1.82 3.83 0.26  -0.68
H20 4.80 -0.65 6.24  0.31
H21 3.36 1.31 -0.05  0.13
O17 -3.03 3.95 -4.95  -0.56
O18 -0.71 2.38 5.62  -0.56
C14 1.52 -4.05 -1.30  -0.41
H22 2.04 -3.10 -1.47  0.01
O19 -2.90 -0.64 -2.69  -0.50
N5 1.79 -4.55 0.07  0.97
F3 -4.71 -2.72 1.90  -0.36
O20 2.92 -0.02 3.74  -0.06
N6 -2.98 0.07 3.47  0.95
H23 0.32 -1.28 1.38  0.50
H24 3.68 -0.31 0.59  0.27
O21 0.92 -0.45 4.74  -0.48
C15 -3.64 -3.49 1.54  0.87
C16 -2.70 -5.23 2.59  0.55
H25 -0.02 -2.24 -3.19  -0.06
N7 1.38 5.16 -3.66  0.98
H26 0.82 -2.75 -4.74  0.33
O22 0.96 -4.22 0.92  -0.50
O23 -1.71 -2.99 -4.88  -0.59
N8 -2.86 3.03 -0.39  0.85
H27 3.69 -2.37 -5.09  0.27
O24 2.75 -5.25 0.26  -0.58
H28 0.58 -0.98 -4.23  -0.15
O25 5.36 -1.13 -3.27  -0.49
H29 -0.86 1.21 1.41  -0.33
H30 1.59 2.95 -3.69  0.16
C17 1.36 3.80 -3.05  -0.29
O26 0.72 -0.81 -0.59  0.08
N9 4.18 -1.09 -3.58  0.71
O27 -3.58 0.85 2.72  -0.56
O28 -2.63 -2.14 -1.15  -0.54
H31 2.86 -0.79 -5.21  0.22
H32 -1.00 -1.07 0.38  -0.50
H33 -2.08 4.87 0.44  0.42
H34 0.92 4.29 4.32  0.38
H35 -0.92 3.85 -0.37  0.16
H36 -3.79 -4.62 -0.25  0.26
C18 4.28 -0.02 4.16  -0.45
H37 -1.19 2.01 -5.19  0.33
H38 0.46 -3.87 -1.45  0.19
O29 3.28 -1.13 -2.75  -0.30
N10 -1.09 -1.93 -4.90  1.02
H39 -4.10 0.66 5.17  0.30
C19 -0.01 -0.64 0.57  -0.17

Summary:
M in g mol⁻¹: 928.6
HOMO-LUMO gap in eV: 10.528
HOMO energy in Ha: -0.4072

=====

Computed, not measured: 2 unconnected molecules or ions with the total composition C19H39IN3O3S, with wB97M-V/def2-TZVPD.

Each line ends with the Mulliken charge.
Geometry (Å):
H1 2.79 -3.28 -2.51  0.51
O1 -0.33 3.50 -2.86  -0.58
H2 -0.31 -1.42 -1.35  -0.05
I1 1.15 2.81 1.87  0.36
C1 0.75 -3.21 -3.26  -1.00
H3 4.28 -1.37 -2.06  0.49
H4 -3.19 -2.68 0.62  0.29
C2 -2.41 -2.02 -1.26  -1.01
C3 -1.11 -2.38 0.97  -1.08
O2 0.40 5.50 -1.61  -0.59
H5 -0.36 -1.60 0.85  0.20
H6 5.09 2.50 -2.87  0.36
C4 -0.48 -3.33 -2.36  -0.72
H7 -0.24 -3.94 -1.48  0.17
C5 4.26 0.51 -3.14  -0.82
H8 -4.18 -0.24 3.82  0.39
H9 3.68 1.69 0.36  0.29
H10 2.21 3.28 -3.19  0.61
H11 -2.74 -1.00 0.63  0.22
C6 3.56 -0.61 -2.37  -0.29
H12 -1.27 -2.47 2.05  0.41
C7 1.95 -2.58 -2.52  -0.54
C8 -2.03 -0.11 3.55  1.00
N1 1.46 3.24 -1.15  0.06
H13 -0.44 0.55 4.82  0.35
H14 -3.30 -1.71 4.28  0.35
H15 1.58 -0.57 -3.16  0.23
H16 -1.26 2.74 -0.24  0.35
H17 -2.77 1.74 3.23  0.32
H18 5.33 1.46 -1.47  0.33
H19 -1.27 -0.75 3.07  -0.12
H20 -2.12 4.17 -0.93  0.45
N2 -2.19 1.09 2.71  -0.46
C9 2.42 -1.27 -3.16  -0.67
H21 -3.44 1.71 7.07  0.26
S1 0.02 4.14 -1.64  1.16
N3 3.09 2.17 -0.30  0.20
C10 4.62 1.72 -2.26  -1.05
H22 -2.91 -2.93 -1.59  0.33
O3 -2.13 1.30 5.58  -0.38
H23 -1.15 -1.40 -2.88  0.47
H24 -3.23 -0.02 6.75  0.30
C11 -1.22 3.81 -0.44  -1.00
C12 -3.34 -0.89 3.56  -1.35
C13 -2.42 -1.98 0.29  -0.15
H25 3.62 0.87 -3.95  0.47
H26 0.48 -2.56 -4.10  0.42
H27 1.04 -4.18 -3.65  0.39
H28 -0.70 -3.30 0.58  0.31
H29 -1.00 4.35 0.47  0.33
C14 1.93 2.75 -0.01  -0.15
H30 -3.54 -1.31 2.58  0.19
C15 3.39 2.30 -1.64  0.22
C16 -1.48 0.23 4.94  -0.95
H31 3.11 -0.22 -1.45  0.08
H32 -1.29 1.56 2.63  -0.02
H33 5.18 0.12 -3.58  0.43
H34 -1.27 -3.85 -2.91  0.45
C17 -3.31 0.97 6.29  -0.65
H35 1.67 -2.36 -1.49  0.23
H36 -4.20 0.99 5.64  0.24
C18 2.37 2.98 -2.17  -0.60
H37 2.74 -1.43 -4.19  0.35
C19 -1.04 -1.97 -1.95  -0.11
H38 -3.01 -1.19 -1.63  0.33
H39 -1.47 -0.66 5.58  0.47

Summary:
M in g mol⁻¹: 516.5
HOMO-LUMO gap in eV: 8.053
Charge: +1
HOMO energy in Ha: -0.4270

=====

Computed, not measured: a molecular structure, C19H39MnN2O3P3, with wB97M-V/def2-TZVPD.

Each line ends with the Mulliken charge.
Geometry (Å):
H1 -2.95 5.06 -1.08  0.41
H2 -1.52 3.62 1.75  0.28
H3 -1.17 -1.94 -3.24  0.50
H4 -2.20 -4.15 0.01  0.46
H5 0.88 -4.12 5.43  0.34
H6 -4.63 -1.78 2.40  0.45
C1 4.58 0.98 -0.72  -1.05
H7 0.83 5.24 -1.17  0.36
C2 1.60 0.00 -3.97  -0.22
H8 -4.94 -2.75 -1.02  0.42
H9 1.04 -3.94 3.16  0.30
C3 -1.26 0.15 -3.91  -0.63
H10 2.69 -0.07 -3.95  0.67
C4 1.93 0.62 0.28  0.19
O1 -1.68 0.56 0.96  -0.09
H11 -3.73 -1.72 -1.84  0.30
H12 -0.80 6.03 -1.37  0.42
H13 -2.91 3.51 -2.03  0.31
N1 0.22 -0.85 3.48  -0.27
H14 -0.20 4.83 -2.60  0.34
H15 -3.13 -2.66 2.80  0.36
C5 -0.21 5.12 -1.53  -1.16
C6 -0.61 -1.11 -3.69  -0.41
C7 -2.76 3.98 -1.04  -1.16
H16 -0.96 -2.94 0.52  0.11
P1 -0.99 3.76 -0.58  0.53
H17 0.13 4.31 1.47  0.34
H18 4.65 2.01 -0.36  0.41
H19 3.91 0.75 2.68  0.44
H20 5.59 0.54 -0.80  0.45
H21 5.33 -0.17 2.05  0.42
H22 2.62 -2.18 0.16  0.23
H23 3.84 -1.05 2.57  0.35
C8 -1.87 -3.10 -0.07  -0.49
P2 3.63 -0.01 0.43  0.85
C9 0.64 -3.12 5.08  -1.03
H24 -0.38 -2.88 5.39  0.34
H25 -3.39 3.48 -0.28  0.34
P3 -3.18 -1.98 0.48  0.79
H26 4.39 -2.18 -0.23  0.47
C10 -2.37 -0.38 0.79  0.52
H27 0.28 -0.01 2.92  0.16
H28 1.30 -2.12 -3.51  0.50
H29 1.33 -2.41 5.57  0.33
C11 -3.91 -2.53 2.03  -1.12
H30 -2.33 0.29 -3.71  0.50
H31 3.21 -1.51 -1.41  0.24
C12 0.82 -1.17 -3.77  -0.57
C13 -0.93 4.33 1.15  -1.08
O2 0.67 -2.10 1.59  -0.81
C14 -0.47 1.31 -4.17  -0.19
H32 -0.98 2.28 -4.26  0.56
H33 -1.35 5.35 1.19  0.41
H34 1.52 2.19 -4.26  0.53
H35 -4.46 -3.49 1.94  0.44
H36 -4.98 -0.98 -0.78  0.46
C15 3.44 -1.64 -0.34  -0.95
C16 0.96 1.25 -4.16  -0.69
C17 4.23 -0.13 2.10  -1.09
C18 0.58 -2.02 2.84  0.59
Mn1 0.17 0.30 -2.46  0.34
H37 0.42 -0.77 4.47  0.23
H38 4.10 0.97 -1.71  0.31
C19 -4.32 -1.84 -0.91  -1.02
H39 -1.67 -2.88 -1.13  0.10
O3 0.90 0.94 0.77  -0.20
N2 0.79 -3.09 3.65  -0.17

Summary:
Spin multiplicity: 4
M in g mol⁻¹: 491.4
HOMO-LUMO gap (spin up / spin down) in eV: 3.601 / 3.624
Expectation value of S²: 3.983
Charge: +4
HOMO energy (spin up / spin down) in Ha: -0.6676 / -0.6686

=====

Computed, not measured: 3 unconnected molecules or ions with the total composition C19H39N2O9P2, with wB97M-V/def2-TZVPD.

Each line ends with the Mulliken charge.
Geometry (Å):
H1 1.32 5.80 4.46  0.24
H2 -3.70 -0.49 -0.82  0.30
H3 -0.20 6.51 5.03  0.37
C1 -2.73 -3.65 1.34  -0.56
C2 -3.02 -1.22 -0.18  -0.12
O1 0.38 -2.24 -5.55  -0.72
H4 1.54 1.07 -5.91  0.34
C3 -1.45 -0.89 0.17  -0.84
H5 -3.17 -4.67 1.76  0.32
H6 -0.31 -2.65 -1.81  0.12
H7 2.18 1.71 -4.40  0.25
P1 0.37 3.11 4.01  1.03
H8 0.52 -3.41 2.79  0.30
P2 1.70 -1.55 -5.12  1.05
H9 -2.70 2.36 2.47  0.46
H10 -0.52 -3.22 -3.45  0.42
H11 -0.98 0.11 -0.23  0.30
H12 2.79 2.32 -5.96  0.41
O2 0.88 1.88 3.21  -0.74
O3 -1.25 2.77 3.83  -0.36
C4 -3.64 -2.63 0.41  0.53
C5 -6.10 -1.97 1.11  0.16
C6 -1.17 -3.14 1.64  0.27
H13 -0.29 -0.32 -2.48  0.15
C7 1.88 2.26 6.00  -0.30
C8 -1.71 2.00 2.73  -0.55
C9 4.17 -3.12 -6.49  -0.95
O4 3.16 -0.77 -4.63  -0.25
O5 1.19 -1.19 -3.57  -0.37
H14 -1.07 2.15 1.85  0.30
H15 -1.83 -2.33 -2.66  0.24
H16 3.73 0.03 -6.44  0.24
C10 0.23 5.73 4.39  -0.21
O6 -6.54 -0.76 0.75  -0.45
H17 -2.04 -0.08 2.24  -0.12
H18 2.16 -3.92 -6.56  0.27
C11 2.43 3.60 6.47  -0.96
O7 2.49 -2.96 -4.76  -0.40
H19 -1.30 5.79 2.87  0.27
H20 3.88 -2.23 -7.05  0.18
H21 3.23 -4.72 -5.42  0.33
H22 -6.24 -2.43 2.20  0.28
C12 2.96 -3.75 -5.83  -0.31
O8 0.57 2.39 5.49  -0.39
H23 2.63 4.25 5.61  0.18
H24 -0.75 -0.69 -4.13  0.35
C13 -5.25 -2.92 0.03  -0.64
N1 -0.30 -4.01 2.52  -0.54
H25 -0.01 -4.88 2.02  0.29
C14 -0.19 -1.07 -3.27  -0.19
C15 -1.80 0.53 3.12  -0.35
C16 2.45 1.43 -5.42  -1.10
H26 4.63 -3.82 -7.20  0.42
H27 1.70 4.11 7.11  0.25
H28 0.03 6.95 2.62  0.41
H29 4.45 0.77 -5.01  0.37
H30 0.26 5.23 2.29  0.34
H31 -2.58 0.38 3.87  0.37
O9 -0.19 4.47 4.91  -0.22
H32 0.35 -1.61 1.24  0.35
H33 -0.87 0.16 3.56  0.24
C17 -0.22 5.94 2.96  -1.12
H34 4.91 -2.82 -5.75  0.25
H35 1.84 1.57 6.85  0.34
H36 2.54 1.81 5.25  0.26
H37 3.36 3.47 7.02  0.42
H38 -5.46 -4.06 0.16  0.39
H39 -5.42 -2.59 -1.09  0.31
N2 -0.65 -1.85 1.03  0.13
C18 3.52 0.36 -5.42  -0.21
C19 -0.75 -2.40 -2.78  -0.80

Summary:
M in g mol⁻¹: 501.5
HOMO-LUMO gap in eV: 6.985
Charge: +1
HOMO energy in Ha: -0.4309

=====

In eV, the total energy values for the records above are, in order, -24415.9259 -58171.8852 -43499.5379 -102738.3332 -49876.8316 -88598.7934 -60303.2427.